No. 1
Density functional theory data (wB97M-V/def2-TZVPD) for an isolated molecule of C2H3N3O at a distorted geometry.

Structure (XYZ):
```
9
Properties=species:S:1:pos:R:3:forces:R:3
N 0.123 -2.245 -0.865 -0.461 -1.077 -0.386
C 0.347 0.177 -0.630 -0.345 0.058 0.532
H 0.083 0.953 1.395 0.456 -0.217 -3.379
O 1.303 2.006 0.223 -0.432 0.501 0.366
H 1.001 0.395 -1.545 -1.299 -0.584 1.456
C -0.486 -1.041 -0.384 -0.306 2.760 1.191
H -1.264 -0.998 0.437 1.203 -0.317 -0.851
N 0.477 1.052 0.326 1.052 0.111 1.976
N -0.785 -1.786 -1.551 0.133 -1.234 -0.906
```
Positions in Å, forces in eV/Å.

Calculated values
LUMO (spin up / spin down) = -0.3 / -0.3 eV
SMILES = [O-]/[NH+]=C/C1N=N1
HOMO level (spin up / spin down) = -8.759 / -8.763 eV

What are the Mulliken partial charges on each atom? They are as follows, in elementary charge units: N -0.28; C -0.45; H 0.29; O -0.58; H 0.35; C 0.48; H 0.34; N 0.14; N -0.27

No. 2
Density functional theory data (wB97M-V/def2-TZVPD) for a structure of composition C2H3N3O.

Structure (XYZ):
```
9
Properties=species:S:1:pos:R:3:forces:R:3
N -0.123 -1.187 1.062 -0.093 0.062 -0.164
C -0.973 -1.101 0.029 -0.075 -0.022 0.066
C 0.410 0.487 -0.159 0.192 -0.172 0.087
H -0.727 0.983 0.016 -0.187 0.003 0.082
N 0.751 -0.205 0.954 -0.085 0.084 -0.158
H 1.975 1.509 -0.205 -0.069 0.014 -0.098
N -0.706 -0.087 -0.816 0.057 -0.080 0.078
H -1.836 -1.742 -0.082 0.129 0.086 0.019
O 1.228 1.342 -0.799 0.132 0.025 0.088
```
Positions in Å, forces in eV/Å.

Calculated values
LUMO = 0.0 eV
HOMO level = -10.176 eV

What are the Mulliken partial charges on each atom? They are as follows, in elementary charge units: N -0.30; C -0.04; C 0.59; H 0.23; N -0.31; H 0.36; N -0.46; H 0.39; O -0.47

No. 3
Density functional theory data (wB97M-V/def2-TZVPD) for an isolated molecule of C2H3N3O at a distorted geometry.

Structure (XYZ):
```
9
Properties=species:S:1:pos:R:3:forces:R:3
N -0.819 -0.723 -1.246 -0.127 0.352 -0.096
C 0.682 -0.127 0.164 -0.024 -0.251 -0.303
N 0.481 -0.972 -0.787 0.410 0.441 -0.173
H -2.288 0.675 -0.673 0.097 -0.291 0.224
O 1.790 0.093 0.877 0.166 -0.158 -0.208
C -1.326 0.203 -0.505 -0.092 -0.385 -0.104
H -0.641 0.400 1.421 -0.584 1.008 0.458
H 2.541 -0.140 0.315 0.068 -0.246 0.178
N -0.421 0.650 0.464 0.086 -0.469 0.024
```
Positions in Å, forces in eV/Å.

Calculated values
LUMO = 0.6 eV
SMILES = Oc1nnc[nH]1
HOMO level = -9.769 eV

What are the Mulliken partial charges on each atom? They are as follows, in elementary charge units: N -0.31; C 0.44; N -0.42; H 0.39; O -0.49; C -0.01; H 0.29; H 0.38; N -0.28

No. 4
Density functional theory data (wB97M-V/def2-TZVPD) for an isolated molecule of C2H3N3O at a distorted geometry.

Structure (XYZ):
```
9
Properties=species:S:1:pos:R:3:forces:R:3
N -0.213 -0.624 -2.027 -1.348 -3.482 1.320
C 0.970 -0.462 0.381 -1.945 2.924 -0.447
H -1.387 -1.008 -1.998 4.831 0.885 -0.854
C -0.067 -0.293 -0.614 1.093 0.227 1.689
O -0.424 0.779 1.175 -5.407 4.304 2.729
H 1.873 -0.864 0.181 2.799 -1.319 0.059
N 0.700 0.400 1.418 6.342 -5.336 -1.216
H 0.658 -1.450 -2.407 -4.111 2.989 1.890
N -0.939 0.456 0.069 -2.255 -1.192 -5.170
```
Positions in Å, forces in eV/Å.

Calculated values
LUMO = 0.3 eV
SMILES = Nc1cnon1
HOMO level = -9.895 eV

What are the Mulliken partial charges on each atom? They are as follows, in elementary charge units: N -0.56; C -0.42; H 0.34; C 0.42; O 0.03; H 0.40; N -0.20; H 0.32; N -0.32

No. 5
Density functional theory data (wB97M-V/def2-TZVPD) for a cluster of 2 separate species, C2H3N3O in total at a distorted geometry.

Structure (XYZ):
```
9
Properties=species:S:1:pos:R:3:forces:R:3
H 0.066 2.015 0.376 -0.445 -2.877 -1.892
N 0.105 -1.261 0.047 -1.736 -2.360 -2.739
O 2.029 -0.119 -0.380 0.896 -3.673 5.405
N 0.706 -0.142 0.013 -1.373 2.393 -0.985
N -1.261 -1.067 -0.279 3.931 -1.804 3.184
H -2.471 0.556 -0.218 1.647 0.211 0.223
C -1.401 0.207 -0.109 -2.012 3.660 -1.767
C -0.177 0.936 -0.112 0.015 0.927 2.626
H 2.406 -1.125 0.662 -0.924 3.523 -4.055
```
Positions in Å, forces in eV/Å.

Calculated values
LUMO = -1.4 eV
HOMO level = -9.605 eV

What are the Mulliken partial charges on each atom? They are as follows, in elementary charge units: H 0.24; N -0.42; O -0.53; N 0.72; N -0.34; H 0.34; C -0.20; C -0.26; H 0.44

No. 6
Density functional theory data (wB97M-V/def2-TZVPD) for an isolated molecule of C2H3N3O at a distorted geometry.

Structure (XYZ):
```
9
Properties=species:S:1:pos:R:3:forces:R:3
H -0.670 -0.010 -2.236 0.032 0.337 -0.216
N -0.291 -1.287 -0.754 -0.565 0.632 -1.072
N -0.170 0.917 -0.468 -0.054 -0.047 0.324
C 0.088 0.340 0.686 0.331 -0.263 -0.397
H 0.202 2.005 1.567 0.002 -0.328 0.044
H 0.789 -1.836 0.021 0.767 -0.332 2.906
O 0.264 1.064 1.803 0.145 -0.106 -0.161
C 0.041 -1.112 0.562 0.450 -0.078 -1.326
N -0.281 -0.112 -1.317 -1.108 0.185 -0.103
```
Positions in Å, forces in eV/Å.

Calculated values
LUMO = 0.9 eV
SMILES = Oc1cn[nH]n1
HOMO level = -9.395 eV

What are the Mulliken partial charges on each atom? They are as follows, in elementary charge units: H 0.26; N -0.41; N -0.59; C 0.70; H 0.37; H 0.33; O -0.50; C -0.44; N 0.28

How do the records compare in calculated total energy? In the order shown, they have -317.3365 -317.4131 -317.4869 -317.3302 -317.2722 -317.3857 hartree.
How do the records compare in energy above the lowest of the compared OMol25 structures with the same formula, charge and spin? In the order shown, they have 122.9 74.8 28.5 126.8 163.3 92.0 kcal per mole.